Entry 1:
{"formula": "C20H23N3O5S2", "method": "the ωB97M-V functional and the def2-TZVPD basis", "e_above_lowest_kj_mol": 154.0, "orbital_gap_ev": 8.558, "smiles": "CCOc1ccc(S(=O)(=O)N(C)c2ccc(OCC(=O)NC3=NCCS3)cc2)cc1", "e_homo_ev": -8.056, "symbols": ["C", "H", "H", "C", "H", "C", "C", "H", "H", "O", "C", "S", "H", "C", "C", "O", "S", "C", "H", "H", "H", "O", "H", "H", "N", "C", "H", "H", "C", "C", "C", "H", "N", "O", "C", "H", "H", "H", "H", "H", "C", "C", "H", "C", "O", "C", "C", "C", "H", "H", "C", "N", "H"], "coordinates": [[-0.702274, -0.576266, -0.573000], [0.483332, -1.356526, 1.011050], [1.773109, -2.426432, -3.837909], [-2.700312, -0.375349, -4.521811], [-2.377430, 1.638397, -3.871226], [-0.779320, 0.308458, -1.647530], [-1.978610, 4.193473, 4.557404], [-0.092546, -1.135147, 3.442546], [-2.342413, 5.886669, 3.284289], [-1.959868, 2.776849, 4.524744], [1.509223, 0.214148, -0.021646], [-1.187643, -3.813428, -3.134067], [-1.947239, 0.286315, 4.326473], [3.803137, 0.941380, 0.473256], [-0.900219, 2.117135, 4.010840], [3.715175, -0.089476, 3.035341], [2.496893, -0.436105, 2.365352], [-1.901731, 0.659578, -3.738557], [4.202453, 0.669904, -0.505302], [-3.241474, 4.432252, 2.832027], [-1.036960, 4.583201, 4.961493], [-1.934006, 0.275726, -2.379503], [0.425372, 3.772855, 3.593985], [-0.879690, 0.675684, -4.129028], [2.648533, 0.132764, 0.777917], [1.012066, -2.256163, -3.068423], [-2.941421, -2.379790, -4.682497], [2.230643, 2.349837, 2.740410], [1.304689, 1.908748, 3.074257], [1.417865, 1.109553, -1.085840], [-0.009394, -0.060796, 3.475151], [2.230378, 1.780117, -1.311422], [-0.054109, -1.522830, -3.673208], [-3.651578, -0.115216, -5.212820], [-1.030151, 0.723053, 3.965287], [3.574731, 2.012145, 0.489437], [4.546310, 0.726242, 1.236670], [1.455670, -1.642670, -2.280688], [0.259893, 1.867794, -2.700265], [-1.521203, 4.548700, 2.467317], [0.283516, 2.704659, 3.561941], [-2.287317, 4.805377, 3.194819], [-1.536944, -1.233524, -0.386068], [-1.143338, -2.143381, -3.768335], [2.122390, -1.818890, 2.348560], [0.422293, -0.629967, 0.220572], [0.290101, 1.157484, -1.888400], [1.153599, 0.538787, 3.025139], [1.102346, -4.443381, -2.796078], [0.437701, -3.563723, -1.400194], [0.497327, -3.593996, -2.487552], [-2.294913, -1.676712, -4.343220], [-2.779861, 4.433451, 5.261457]], "forces_ev_per_a": [[-0.110, 0.232, -0.239], [-0.121, -0.109, -0.015], [0.008, -0.015, 0.133], [0.203, 0.303, 0.225], [0.030, -0.223, -0.024], [0.196, 0.047, 0.293], [-0.067, 0.459, -0.129], [-0.086, -0.132, -0.001], [0.001, 0.128, -0.018], [-0.011, -0.274, -0.019], [-0.647, -0.111, -0.444], [-0.022, 0.098, -0.036], [-0.101, -0.067, 0.037], [0.376, 0.132, 0.127], [0.137, -0.326, -0.066], [-0.005, 0.272, -0.043], [0.036, 0.273, -0.092], [-0.016, 0.346, -0.243], [-0.048, 0.016, 0.003], [-0.085, -0.002, -0.047], [-0.089, -0.075, 0.026], [0.059, -0.022, 0.164], [-0.024, 0.093, 0.002], [-0.127, 0.031, 0.065], [0.255, -0.375, 1.123], [0.269, -0.214, 0.140], [0.042, 0.241, 0.000], [0.097, 0.158, -0.043], [0.001, 0.002, 0.018], [0.223, -0.103, 0.263], [-0.028, -0.043, 0.030], [0.107, 0.067, 0.000], [-0.490, 0.583, -0.600], [-0.135, 0.153, -0.111], [-0.023, 0.221, 0.035], [0.011, 0.009, -0.043], [0.100, 0.147, -0.208], [0.076, -0.094, -0.017], [-0.011, 0.046, -0.091], [0.047, 0.034, -0.089], [-0.111, 0.170, 0.074], [0.091, -0.303, 0.280], [-0.108, -0.120, 0.009], [0.853, -0.650, 0.422], [-0.306, 0.086, -0.059], [-0.087, 0.018, -0.212], [-0.405, -0.065, -0.106], [0.527, -0.417, -0.226], [0.032, 0.033, 0.063], [0.068, -0.015, -0.049], [-0.130, -0.126, 0.080], [-0.632, -0.515, -0.294], [0.182, -0.002, -0.048]], "mulliken_charge": [-0.918, 0.853, 0.463, 0.155, 0.384, 0.368, -0.428, 0.494, 0.352, -0.452, 0.115, -0.277, 0.445, -1.330, 0.857, -0.765, 1.318, -0.409, 0.417, 0.306, 0.337, -0.516, 0.382, 0.366, 0.088, -0.337, 0.229, 0.396, -1.147, -0.388, -0.099, 0.460, -0.348, -0.612, -0.840, 0.432, 0.333, -0.081, 0.436, 0.327, -0.275, -1.010, 0.561, 0.455, -0.708, -0.126, -0.834, 0.145, 0.445, 0.247, -0.483, -0.098, 0.316]}



Entry 2:
{"formula": "C20H23N5O2", "method": "the ωB97M-V functional and the def2-TZVPD basis", "e_above_lowest_kj_mol": 436.7, "orbital_gap_ev": 8.924, "smiles": "COc1ccc(C(=O)N2CCC[C@H](c3cc(C)nc4ncnn34)C2)cc1C", "e_homo_ev": -8.638, "symbols": ["H", "H", "O", "C", "H", "H", "C", "H", "C", "H", "H", "C", "C", "C", "C", "C", "H", "C", "N", "H", "C", "H", "C", "H", "C", "H", "H", "H", "H", "C", "H", "H", "C", "C", "C", "C", "C", "O", "H", "H", "N", "H", "H", "N", "H", "H", "C", "N", "N", "C"], "coordinates": [[0.603923, 4.927072, 3.538985], [0.639952, 0.152093, -0.117823], [3.242317, -2.329943, 1.297217], [-1.519671, 2.230436, -2.964452], [-5.351881, -1.852252, -0.042876], [4.046055, 3.338456, 0.294335], [-1.805559, -0.697568, -1.285522], [2.323996, 3.573621, 0.100175], [2.331072, -0.285099, 1.667832], [1.450708, -1.055059, 3.452610], [-0.731277, -1.903669, 0.110297], [-4.281452, -0.727090, -1.465149], [0.616495, -3.596820, -1.094096], [2.433635, -1.531739, 0.846728], [0.573444, 3.881598, 3.455156], [-3.112641, 1.018326, -2.259471], [0.124104, 3.352375, 4.396390], [1.649216, -0.239597, 2.893677], [-1.865247, 0.552323, -1.884118], [0.145085, 3.630475, 2.521433], [2.725735, 2.108530, 1.682252], [-5.750642, -2.223547, -1.778157], [2.827039, 0.890065, 1.052386], [-1.353950, -3.251970, -1.700637], [-5.490129, -1.411738, -1.057950], [1.294325, 1.063803, 4.543796], [2.875449, -3.414807, -0.995284], [1.967160, -2.637932, -2.294592], [0.518842, -4.026891, -0.037975], [2.095437, 2.170971, 2.921874], [0.616443, -4.543269, -1.678830], [-1.210533, 2.908373, -3.780838], [-0.442680, -2.833773, -1.769684], [-0.522464, -1.512313, -0.883840], [3.159625, 3.381320, 0.912123], [-3.000127, -1.425156, -1.099322], [1.977408, -2.815957, -1.233294], [1.959498, 3.408624, 3.504873], [-3.085271, -2.447910, -0.623766], [3.243470, 0.725691, 0.039441], [-2.890402, 2.145820, -2.833248], [3.334699, 4.234360, 1.551740], [-6.281020, -0.607382, -1.102949], [-4.317768, 0.469149, -1.998500], [1.081887, -0.294221, -1.852511], [-0.250028, -2.612891, -2.785953], [1.522570, 1.032566, 3.514995], [-0.857390, 1.282340, -2.393894], [1.910487, -1.544847, -0.440238], [0.830055, -0.654948, -0.843344]], "forces_ev_per_a": [[0.019, 1.381, 0.457], [0.557, -0.224, -0.522], [-0.699, -1.156, -0.708], [-2.490, 1.346, -1.850], [-0.388, 0.375, -0.759], [0.413, -0.836, 0.062], [-0.185, -2.638, 0.602], [1.369, 0.063, 1.796], [-1.613, 1.085, -0.833], [-1.023, -2.802, 1.337], [0.114, 0.287, 0.231], [3.422, -0.507, 0.660], [2.297, -2.958, 0.310], [1.739, 0.471, 0.135], [1.200, -2.492, 2.885], [0.613, 0.778, 0.829], [-0.076, 1.274, -2.002], [1.804, 4.194, -1.498], [-0.739, -3.849, 1.384], [-0.735, -0.580, -0.814], [0.760, 1.219, -1.191], [0.116, 0.504, 0.555], [-0.355, -1.800, 0.150], [-3.110, -1.743, 0.125], [-2.159, 0.111, -0.052], [-0.853, 0.235, 0.948], [-0.600, 0.528, 0.260], [0.616, 0.849, -0.477], [-0.565, 1.305, -1.142], [-0.827, -0.230, -0.025], [0.918, 0.236, 0.210], [0.699, -0.173, 1.306], [1.602, 3.796, 2.758], [-0.365, 1.612, -1.645], [-1.941, -0.285, -1.140], [-0.561, 2.429, -0.685], [-0.974, -0.578, 0.876], [-0.376, 0.367, -0.294], [0.500, 1.532, -0.639], [-0.111, 0.621, 0.711], [0.336, 1.867, -1.971], [-0.531, 0.204, 0.193], [0.391, -1.248, 0.349], [0.252, -1.102, 0.431], [-0.351, 0.226, 0.481], [0.534, 0.210, -1.120], [1.848, -0.807, -1.408], [0.756, -0.577, 0.391], [0.250, -1.131, 0.561], [-1.499, -1.389, -0.217]], "mulliken_charge": [0.302, 0.495, -0.646, -0.223, 0.364, 0.437, 0.450, 0.233, 0.508, 0.682, 0.297, 0.846, -0.433, 0.201, -0.764, 0.474, 0.256, -1.028, 0.478, 0.312, 0.572, 0.249, -0.072, 0.655, -1.161, 0.459, 0.470, 0.411, 0.308, 0.695, 0.351, 0.376, -1.200, 0.542, -1.574, -0.908, -1.021, -0.523, 0.265, 0.373, -0.786, 0.374, 0.378, -0.627, 0.181, 0.321, -0.740, -0.920, 0.239, -0.925]}



| no. | calculated total energy (eV) |
| --- | --- |
| 1 | -57490.777 |
| 2 | -32655.873 |